[1]
47
Properties=species:S:1:pos:R:3:mulliken_charge:R:1 method="wB97M-V/def2-TZVPD" homo_lumo_gap_ev=8.09 lumo_energy_ev=-1.72 e_homo_ev=-9.805 e_tot_ev=-43916.8848
Cd 1.193 -0.469 -2.488 1.0559
C 0.631 -0.015 0.036 0.7423
O -0.233 -0.126 -0.816 -0.4914
O 0.348 -0.045 1.351 0.2748
O 1.835 0.131 -0.343 -1.2007
H -0.601 0.122 1.488 0.2964
C 0.285 -2.949 -2.358 0.9468
O -0.613 -2.136 -2.620 -0.7747
O -0.017 -4.207 -2.463 -0.4987
O 1.401 -2.634 -2.013 -0.8428
H 0.549 -4.732 -1.876 0.3525
O 3.147 0.114 2.525 -0.6003
H 2.304 -0.333 2.482 0.2601
H 3.211 0.858 1.964 0.4106
O -1.981 2.446 2.473 -0.7202
H -2.307 1.623 2.075 0.4087
H -2.071 3.150 1.836 0.2938
O -0.667 0.548 -3.642 -0.4706
H -0.962 -0.050 -4.331 0.2810
H -1.190 1.322 -3.759 0.2501
O 1.966 1.671 -2.683 -0.5035
H 1.291 2.333 -2.428 0.3079
H 2.484 2.160 -3.337 0.2879
O -0.146 0.068 4.593 -0.6337
H -0.202 -0.794 4.149 0.3039
H 0.064 0.706 3.928 0.4029
O 2.642 -2.542 0.509 -0.6583
H 2.538 -2.782 -0.416 0.3940
H 2.012 -1.851 0.688 0.3403
O -2.989 1.730 -1.037 -0.6299
H -2.779 0.884 -1.435 0.3494
H -3.905 1.816 -1.043 0.2692
O -2.754 -0.862 -2.230 -0.6711
H -3.372 -1.509 -1.981 0.2299
H -1.905 -1.257 -2.542 0.4439
O 0.742 2.380 3.174 -0.7411
H -0.073 2.564 2.741 0.3717
H 1.380 2.207 2.562 0.3598
O -2.384 0.237 1.097 -0.8734
H -2.139 0.772 0.314 0.3996
H -3.385 0.389 1.199 0.3343
O -0.873 -2.894 1.121 -0.6592
H -0.590 -2.610 1.957 0.3505
H -0.558 -2.289 0.475 0.2593
O 2.848 2.265 0.769 -0.6693
H 2.654 1.580 0.141 0.3804
H 3.164 3.010 0.198 0.2811

---

[2]
17
Properties=species:S:1:pos:R:3:mulliken_spin:R:1 method="wB97M-V/def2-TZVPD" homo_lumo_gap_ev="3.80 / 10.09" spin_multiplicity=2 charge=+2 lumo_energy_ev="-13.75 / -11.86" e_homo_ev="-17.552 / -21.953" e_tot_ev=-8858.7772
O 2.254 -1.369 -0.109 -0.7607
C 2.012 -0.297 -0.571 0.0078
C 1.707 0.945 0.263 -0.1229
C 0.228 0.893 0.801 0.0380
C -0.750 0.056 -0.042 0.2114
C -1.540 -1.028 0.446 0.5468
N -0.933 0.476 -1.301 0.2742
H 1.939 -0.183 -1.689 -0.0995
H 1.884 1.793 -0.386 -0.0018
H 2.357 1.003 1.128 -0.0026
H 0.243 0.312 1.723 -0.0018
H -0.281 1.853 0.908 -0.0063
H -2.445 -1.325 -0.075 -0.0089
H -1.279 -1.462 1.406 -0.0137
H -2.736 -3.194 0.798 0.9442
H -1.696 0.049 -1.826 -0.0077
H -0.965 1.482 -1.472 0.0036

---

[3]
87
Properties=species:S:1:pos:R:3:mulliken_charge:R:1 method="wB97M-V/def2-TZVPD" smiles=COCCNCCOC.COCCNCCOC.COCCNCCOC.BCCCN homo_lumo_gap_ev=9.29 lumo_energy_ev=0.53 e_homo_ev=-8.763 e_tot_ev=-41583.7912
C 3.136 -2.357 -2.858 -0.7099
O 2.835 -0.979 -2.673 -0.3940
C 1.429 -0.708 -2.671 -0.7834
C 0.968 -0.273 -1.270 0.4950
N 1.000 -1.401 -0.328 -0.3364
C 0.823 -0.999 1.072 -0.6808
C 1.909 -0.097 1.692 -0.3131
O 3.178 -0.737 1.841 -0.3873
C 4.000 -0.693 0.682 -0.6911
H 4.217 -2.455 -2.996 0.2488
H 2.853 -2.938 -1.977 0.3062
H 2.635 -2.754 -3.744 0.3364
H 0.842 -1.557 -3.042 0.3138
H 1.272 0.127 -3.363 0.3472
H -0.056 0.114 -1.332 -0.1009
H 1.625 0.535 -0.940 0.1401
H 1.893 -1.877 -0.414 0.0698
H 0.782 -1.926 1.656 0.4454
H -0.155 -0.516 1.183 0.3459
H 1.581 0.147 2.709 0.3909
H 2.010 0.862 1.174 0.0883
H 3.843 0.214 0.090 0.2919
H 3.834 -1.582 0.073 0.2432
H 5.044 -0.714 1.006 0.3177
C -6.279 0.595 -2.975 -0.7815
O -5.380 0.296 -1.914 -0.2687
C -5.758 -0.869 -1.173 -0.8334
C -4.749 -2.006 -1.408 -0.0218
N -4.861 -2.540 -2.772 -0.3412
C -3.763 -3.440 -3.141 -1.0095
C -2.345 -2.838 -3.201 -0.0821
O -2.164 -1.884 -4.250 -0.4447
C -2.561 -0.560 -3.917 -0.5393
H -6.005 1.570 -3.390 0.2234
H -6.199 -0.147 -3.773 0.3281
H -7.310 0.648 -2.616 0.3462
H -6.783 -1.189 -1.395 0.3908
H -5.725 -0.589 -0.114 0.3851
H -4.942 -2.812 -0.690 0.4007
H -3.750 -1.607 -1.221 0.0160
H -4.874 -1.765 -3.430 0.1147
H -4.005 -3.830 -4.137 0.3700
H -3.762 -4.299 -2.460 0.4264
H -1.656 -3.660 -3.428 0.3910
H -2.015 -2.432 -2.238 0.1739
H -2.415 -0.332 -2.857 0.1570
H -3.600 -0.399 -4.205 0.2789
H -1.952 0.133 -4.504 0.3152
C -0.072 3.445 2.447 -0.9414
O 0.328 3.027 1.147 -0.2053
C -0.744 3.050 0.198 -0.4451
C -0.508 4.150 -0.851 -0.3368
N -0.674 5.487 -0.264 -0.3179
C -0.213 6.571 -1.137 -0.6510
C 1.290 6.611 -1.482 -0.4746
O 2.133 6.900 -0.364 -0.4441
C 2.485 5.766 0.416 -0.5182
H 0.757 3.256 3.136 0.2490
H -0.287 4.516 2.461 0.3693
H -0.944 2.884 2.791 0.3712
H -1.723 3.157 0.679 0.4709
H -0.732 2.079 -0.309 -0.0156
H -1.226 4.026 -1.670 0.4236
H 0.500 4.017 -1.251 0.1705
H -0.151 5.532 0.607 0.0997
H -0.465 7.507 -0.626 0.3646
H -0.796 6.554 -2.065 0.3849
H 1.436 7.441 -2.184 0.3564
H 1.628 5.713 -2.009 0.3305
H 2.559 4.852 -0.180 0.2666
H 1.770 5.637 1.230 0.1445
H 3.460 5.958 0.872 0.3524
B 3.070 -2.289 4.462 0.2527
C 1.770 -3.079 5.141 -0.5748
C 1.864 -4.717 5.035 -0.3834
C 3.043 -5.374 6.019 -0.4900
N 4.425 -5.345 5.402 -0.5825
H 3.515 -1.323 4.983 -0.0922
H 3.572 -2.746 3.475 -0.1359
H 0.795 -2.717 4.556 0.2239
H 1.658 -2.806 6.297 0.2427
H 0.840 -5.130 5.487 0.2828
H 2.000 -5.043 3.903 0.2324
H 2.724 -6.497 6.169 0.2518
H 2.983 -4.734 7.022 0.2510
H 4.397 -5.362 4.352 0.2616
H 4.887 -4.456 5.743 0.2770

---

[4]
18
Properties=species:S:1:pos:R:3:mulliken_charge:R:1 method="wB97M-V/def2-TZVPD" homo_lumo_gap_ev=9.81 lumo_energy_ev=0.77 e_homo_ev=-9.046 e_tot_ev=-10269.7540
H -2.455 2.498 1.593 0.2012
N -1.573 2.236 1.146 -0.6760
C -1.549 0.984 0.856 0.3366
N -2.579 0.119 1.075 -0.5028
C -0.093 0.518 0.093 0.4165
N 0.570 1.477 -0.413 -0.6618
H 0.095 2.353 -0.121 0.3230
N -0.018 -0.823 0.008 -0.3870
C 1.418 -1.444 -0.309 -0.3696
C 2.213 -0.766 -1.397 -1.0864
H -2.627 -0.653 0.419 0.2369
H -3.488 0.542 1.229 0.2433
H -0.401 -1.295 0.822 0.3325
H 1.196 -2.475 -0.597 0.3502
H 1.983 -1.481 0.626 0.2653
H 2.659 0.168 -1.041 0.3141
H 1.602 -0.552 -2.278 0.3001
H 3.047 -1.405 -1.711 0.3639

---

Quick rundown of energy above the lowest of the compared OMol25 structures with the same formula, charge and spin, same order as above: 14.43, 102.35, 43.02, 25.29 kcal per mole